A) C5H16NSi | ωB97M-V with the def2-TZVPD basis set

Its structure (SMILES) is CC[C@@H](C)[Si@H](C)[NH3+]. The calculation puts the orbital gap at 11.1 eV. Its total charge is +1.

CARTESIAN COORDINATES (ANGSTROEM)
C 2.79460 -0.60200 0.36029
C 0.66313 1.93138 -0.30275
C -2.65651 0.72566 0.43841
C 1.50984 -0.46330 -0.54148
C 0.40589 0.36202 -0.00451
N -1.49421 -1.93085 0.19490
Si -1.32134 -0.07973 -0.58337
H 3.59078 -1.32968 -0.00979
H 2.52261 -0.71845 1.43504
H 3.39963 0.34974 0.35312
H 1.45663 2.36592 0.21359
H 1.02309 1.98498 -1.35502
H -0.25922 2.51073 -0.07327
H -3.40205 1.34901 -0.17529
H -3.22016 0.02317 1.01051
H -2.23521 1.38861 1.07047
H 2.01548 -0.02564 -1.36008
H 1.16075 -1.41485 -0.90073
H 0.17892 0.40439 1.05853
H -0.66061 -2.32232 -0.05523
H -1.32969 -1.97908 1.21655
H -2.36983 -2.35958 -0.08203
H -1.77253 -0.17013 -1.90787

=====

B) C5H16NSi | ωB97M-V with the def2-TZVPD basis set

The calculation puts the orbital gap at 7.6 eV. Its total charge is +1.

CARTESIAN COORDINATES (ANGSTROEM)
C -1.46790 -0.93693 1.75528
C 2.49622 0.17601 1.61120
C 1.86391 1.47376 -1.28179
C -1.56440 -1.11858 0.21252
C -1.29455 0.19111 -0.59916
N -1.81936 0.06006 -1.93678
Si 1.75818 0.00517 -0.18967
H -0.47763 -0.41453 2.06433
H -1.47358 -1.96296 2.35221
H -2.21872 -0.19743 2.14945
H 1.81299 -0.23536 2.38140
H 3.49344 -0.32782 1.70819
H 2.71328 1.19940 1.85927
H 1.57144 1.58109 -2.35977
H 1.36684 2.31673 -0.70647
H 2.98997 1.69298 -1.24000
H -0.78120 -1.81997 -0.04418
H -2.57597 -1.45986 -0.25783
H -1.98935 0.93551 -0.21802
H -1.25114 -0.26158 -2.64609
H -2.67801 -0.58145 -1.91784
H -2.05582 1.07394 -2.15030
H 1.58136 -1.38929 -0.54596

=====

It is A) that is most stable; the runner-up trails by 326.1 kJ/mol.

=====

A) H30O15 | ωB97M-V with the def2-TZVPD basis set

The calculation puts the orbital gap at 8.3 eV.

CARTESIAN COORDINATES (ANGSTROEM)
O -15.24964 14.57338 -8.36103
H -14.54025 14.78754 -9.00845
H -15.83287 14.07285 -8.86088
O -13.66314 12.13013 -6.51980
H -13.28602 12.71486 -7.13865
H -13.63573 11.24460 -6.95608
O -10.69911 16.21986 -9.39414
H -10.05125 16.87002 -9.10695
H -10.90107 16.53156 -10.29516
O -13.02535 16.87441 -7.82340
H -13.89218 17.33989 -8.01428
H -12.70054 16.41100 -8.59301
O -10.99561 10.45881 -7.27373
H -10.22799 9.93685 -7.41947
H -11.14623 10.81946 -8.13432
O -13.28392 15.16031 -10.05023
H -13.96297 15.38527 -10.68418
H -12.60525 14.67037 -10.56109
O -10.83406 16.10679 -6.18182
H -11.41516 15.71091 -6.88485
H -10.83195 15.43129 -5.53607
O -8.28961 14.55768 -5.52419
H -8.75343 14.13536 -6.22418
H -8.53010 15.50479 -5.52568
O -8.64249 14.28526 -9.44732
H -7.86605 14.73746 -9.73754
H -9.36937 14.82794 -9.40187
O -13.02092 11.79093 -9.66863
H -13.98418 11.73494 -9.77332
H -12.68341 11.07372 -10.19992
O -11.10285 13.96871 -11.40453
H -10.33626 14.32859 -11.81505
H -11.46366 13.35220 -12.02376
O -9.19802 12.71575 -7.38839
H -8.70334 11.98382 -7.03661
H -8.78368 12.87044 -8.25558
O -10.47928 11.04753 -10.06068
H -10.51900 12.03687 -10.05175
H -9.59721 10.80107 -9.93652
O -11.71896 13.80574 -7.68950
H -11.90555 13.92488 -8.59391
H -10.84498 13.42836 -7.66347
O -14.02047 14.83578 -5.81887
H -13.47033 15.27056 -5.18928
H -13.76021 15.15964 -6.69069

=====

B) H30O15 | ωB97M-V with the def2-TZVPD basis set

The calculation puts the orbital gap at 9.7 eV.

CARTESIAN COORDINATES (ANGSTROEM)
H 0.52026 0.02829 -0.18587
H -0.65323 -0.86921 0.26875
H -4.38630 -2.64435 -1.31450
H -4.49517 -2.06046 -2.66490
H 1.14623 0.79629 3.52756
H 0.78921 0.07116 2.22400
H 1.38494 2.01552 -2.29164
H 2.80213 1.68248 -1.68049
H -2.07053 1.79843 -1.70487
H -0.76755 1.71720 -0.85780
H -2.90293 -2.56253 2.25345
H -3.90093 -2.95583 3.36283
H -0.61402 3.83594 -1.01723
H -1.59450 4.18837 0.17537
H 3.62358 -0.69096 -2.76841
H 2.34719 -1.46431 -2.55874
H 2.75896 3.30835 0.24654
H 2.37496 1.89363 -0.14841
H -1.72250 3.04646 3.31656
H -0.44011 3.07498 2.34313
H 4.22870 -3.34569 0.27099
H 3.30558 -4.17998 1.12830
H -1.68099 -2.70270 -2.45605
H -2.11252 -2.09512 -1.28716
H -3.33902 2.85802 -0.77262
H -3.67193 1.46814 -1.40483
H 4.34495 -0.25446 0.68736
H 3.29503 -1.22215 0.69574
H 1.21207 -2.86671 1.69620
H 1.44838 -1.65543 0.64293
O -0.27594 -0.35109 -0.53559
O -5.09128 -2.28964 -1.95216
O 0.41690 0.27020 3.08501
O 2.05143 2.33104 -1.67340
O -1.11613 1.60947 -1.69609
O -3.74327 -2.41030 2.57813
O -0.67554 4.03280 -0.14218
O 2.95362 -0.94773 -2.13725
O 2.06007 2.67086 0.39727
O -1.24614 2.53473 2.64130
O 3.31192 -3.41050 0.54487
O -1.52160 -2.78582 -1.47565
O -3.32088 1.91551 -0.58982
O 4.16720 -1.01892 0.24046
O 0.79969 -2.36399 0.98885

=====

C) H30O15 | ωB97M-V with the def2-TZVPD basis set

The calculation puts the orbital gap at 9.4 eV.

CARTESIAN COORDINATES (ANGSTROEM)
O 3.04617 -0.69085 3.77216
H 2.17550 -0.69768 3.34483
H 3.81642 -0.25232 3.33328
O -3.88210 -0.78409 1.37362
H -3.62307 -1.14111 0.48687
H -3.16081 -1.04621 2.06469
O 1.93727 3.94196 2.01846
H 1.66802 4.01739 1.07737
H 2.72112 3.45622 2.12635
O 2.78409 1.18102 -0.85302
H 1.96526 0.61912 -1.04997
H 3.25189 0.54555 -0.24230
O -0.14266 -2.73145 -0.39051
H -0.24879 -3.63913 -0.13157
H -0.05868 -2.82537 -1.32678
O -2.41975 -1.34614 -3.27996
H -2.33895 -1.37240 -4.24921
H -3.25707 -0.95496 -3.00160
O 2.91565 -2.25051 -2.35129
H 2.09702 -1.93664 -2.03156
H 3.61974 -1.66130 -2.42809
O -0.07718 -0.11742 0.01712
H -0.20060 -0.03946 1.00646
H -0.43121 -1.02200 0.14986
O -1.92352 -2.79386 3.04435
H -1.92590 -2.48407 4.04223
H -1.69600 -3.68051 3.25210
O 0.60583 3.25843 -0.57905
H -0.06730 3.41361 -1.35152
H -0.00426 2.66081 -0.13546
O -1.92482 2.08990 3.07123
H -2.33144 1.19477 2.92925
H -1.97482 2.60571 2.29696
O 1.66982 2.39661 -2.85783
H 2.03268 2.67100 -1.90585
H 0.93583 1.92923 -2.65153
O 2.65890 -0.75892 0.74623
H 2.71374 -1.56783 1.29510
H 1.79124 -0.90245 0.30447
O -2.16412 2.40253 -2.40288
H -1.56921 1.67022 -2.33373
H -2.68197 2.22447 -3.23986
O -2.87297 -3.23491 -1.33390
H -2.71715 -3.58124 -0.47422
H -2.14982 -2.57399 -1.14186

=====

D) H30O15 | ωB97M-V with the def2-TZVPD basis set

The calculation puts the orbital gap at 9.4 eV.

CARTESIAN COORDINATES (ANGSTROEM)
H 0.83657 -0.72685 0.02534
H 0.39136 0.73023 -0.26027
H 2.67276 -2.39568 -3.01679
H 2.31368 -2.25432 -1.58650
H 4.70057 -1.92804 -1.21920
H 3.79500 -1.84122 0.02343
H -2.12028 -1.73245 3.34756
H -1.05951 -1.72338 4.34782
H -2.63850 -2.26461 -1.90895
H -1.93206 -2.40369 -3.25403
H -0.18575 -1.58619 -1.56224
H 0.63222 -0.91095 -2.44303
H -1.76018 4.09102 -2.95841
H -0.58516 3.24378 -3.50140
H 3.18287 -2.28000 3.06947
H 2.03726 -1.30054 3.16071
H -4.06747 0.49568 -0.42600
H -4.54038 -0.58816 -1.21101
H 2.17529 3.81187 0.38424
H 1.39304 4.50328 1.43621
H -3.41061 0.86050 1.21088
H -3.83286 0.45572 2.60472
H 2.41742 1.66994 0.68711
H 1.88326 2.45747 -0.46373
H -2.60355 -2.61859 0.03383
H -2.20742 -1.26984 0.49253
H -1.68868 3.72422 1.32358
H -1.19931 2.64391 0.47319
H 1.53570 0.32497 1.35848
H 2.89092 -0.39155 1.09232
O 0.02848 -0.14526 -0.28042
O 2.90314 -2.85275 -2.16328
O 3.97152 -1.35446 -0.79026
O -1.27758 -2.12030 3.59189
O -2.80765 -2.59030 -2.80968
O 0.25618 -1.79980 -2.32243
O -0.81986 4.14673 -3.37219
O 2.72921 -1.65638 2.62602
O -4.25003 -0.37767 -0.29426
O 2.19640 4.66987 0.94508
O -3.42233 1.12567 2.08493
O 2.43635 1.70622 -0.27402
O -2.95140 -1.86863 0.52919
O -0.92918 3.43890 0.78709
O 2.05848 -0.42141 1.58486

=====

It is A) that is most stable; the runner-up trails by 238.0 kJ/mol.